(w)
{
  "formula": "C2H8N2O3",
  "method": "ωB97M-V/def2-TZVPD",
  "smiles": "CC(N)(N)OOO",
  "multiplicity": 1,
  "lumo_ev": 0.76,
  "gap_ev": 10.268,
  "homo_energy_ev": -9.513,
  "symbols": ["C", "C", "N", "N", "O", "O", "O", "H", "H", "H", "H", "H", "H", "H", "H"],
  "coordinates": [[1.31, -0.37, -0.68], [-0.05, -0.39, 0.01], [0.01, -0.10, 1.39], [-0.63, -1.82, -0.04], [-1.05, 0.31, -0.66], [-0.50, 1.76, -0.78], [-0.91, 2.55, 0.34], [1.20, -0.62, -1.73], [1.75, 0.63, -0.63], [2.02, -1.07, -0.21], [-0.94, -0.16, 1.74], [0.32, 0.86, 1.51], [-0.54, -2.21, -0.97], [-0.30, -2.32, 0.79], [-1.69, 2.95, -0.07]],
  "lowdin_charge": [-0.02, -0.72, 0.10, 0.09, -0.01, -0.09, -0.01, 0.09, 0.08, 0.09, 0.10, 0.08, 0.07, 0.07, 0.11]
}

=====

(x)
{
  "formula": "C2H8N2O3",
  "method": "ωB97M-V/def2-TZVPD",
  "smiles": "COOON(C)N",
  "multiplicity": 1,
  "lumo_ev": 1.00,
  "gap_ev": 10.491,
  "homo_energy_ev": -9.492,
  "symbols": ["C", "O", "O", "O", "N", "C", "N", "H", "H", "H", "H", "H", "H", "H", "H"],
  "coordinates": [[-2.72, -0.81, 0.29], [-1.82, -0.41, -0.72], [-0.68, -1.22, -0.75], [0.28, -0.77, 0.15], [1.10, 0.22, -0.45], [1.18, 1.36, 0.44], [2.32, -0.36, -0.81], [-3.56, -0.13, 0.18], [-2.28, -0.71, 1.28], [-3.05, -1.84, 0.13], [0.17, 1.70, 0.65], [1.68, 1.12, 1.39], [1.73, 2.14, -0.07], [3.02, -0.33, -0.07], [2.66, 0.06, -1.66]],
  "lowdin_charge": [-0.09, -0.15, -0.07, -0.09, -0.28, -0.07, 0.05, 0.09, 0.09, 0.09, 0.08, 0.08, 0.08, 0.08, 0.09]
}

=====

Relative calculated energies, zero for the most stable structure, unit kJ/mol: (w) 0.0; (x) 222.2.

=====

(w)
{
  "formula": "C41H52BF5KN11P2S",
  "method": "ωB97M-V/def2-TZVPD",
  "multiplicity": 2,
  "lumo_ev": [2.07, 2.07],
  "charge": -1,
  "gap_ev": [4.431, 7.276],
  "s2": 0.769,
  "homo_energy_ev": [-2.364, -5.209],
  "symbols": ["K", "C", "C", "C", "C", "N", "N", "B", "N", "C", "C", "C", "C", "N", "N", "C", "C", "C", "C", "N", "N", "C", "C", "C", "C", "N", "H", "H", "H", "H", "H", "H", "H", "H", "H", "H", "H", "H", "H", "H", "H", "H", "H", "H", "H", "H", "C", "P", "C", "N", "C", "C", "C", "C", "C", "C", "N", "C", "P", "C", "C", "C", "C", "C", "C", "C", "C", "C", "H", "H", "H", "H", "H", "H", "H", "H", "H", "H", "H", "H", "H", "H", "H", "H", "H", "H", "H", "H", "H", "H", "H", "H", "H", "H", "H", "H", "S", "C", "C", "C", "C", "C", "N", "H", "H", "H", "H", "F", "C", "F", "C", "F", "F", "F"],
  "coordinates": [[-0.49, -0.17, -0.23], [-1.48, -0.06, -3.95], [-2.19, -1.16, -3.22], [-2.73, -2.36, -3.74], [-3.26, -2.99, -2.64], [-3.05, -2.21, -1.56], [-2.38, -1.10, -1.91], [-3.45, -2.60, -0.13], [-3.69, -1.37, 0.79], [-4.62, -1.30, 1.77], [-4.42, -0.13, 2.47], [-3.31, 0.47, 1.85], [-2.62, 1.75, 2.20], [-2.89, -0.29, 0.84], [-2.34, -3.47, 0.49], [-2.43, -4.37, 1.49], [-1.15, -4.78, 1.80], [-0.32, -4.05, 0.93], [1.17, -4.12, 0.82], [-1.05, -3.26, 0.15], [-4.80, -3.34, -0.23], [-5.89, -2.77, -0.79], [-6.91, -3.69, -0.75], [-6.34, -4.82, -0.13], [-6.98, -6.14, 0.16], [-5.07, -4.59, 0.17], [-1.67, -0.11, -5.02], [-0.41, -0.12, -3.79], [-1.81, 0.91, -3.57], [-2.74, -2.70, -4.76], [-3.77, -3.94, -2.56], [-5.36, -2.07, 1.90], [-4.97, 0.22, 3.32], [-3.35, 2.51, 2.47], [-2.03, 2.10, 1.36], [-1.95, 1.60, 3.06], [-3.38, -4.67, 1.88], [-0.86, -5.49, 2.55], [1.49, -5.14, 0.63], [1.63, -3.79, 1.75], [1.51, -3.49, 0.00], [-5.86, -1.76, -1.17], [-7.92, -3.58, -1.12], [-8.02, -6.14, -0.19], [-6.98, -6.34, 1.23], [-6.45, -6.95, -0.33], [2.21, -0.72, -1.82], [1.87, 1.04, -2.27], [2.92, 1.84, -0.98], [4.23, 1.56, -1.00], [5.02, 2.17, -0.06], [6.40, 1.91, -0.03], [7.21, 2.52, 0.91], [6.66, 3.40, 1.84], [5.30, 3.66, 1.84], [4.45, 3.06, 0.90], [3.11, 3.31, 0.91], [2.36, 2.70, -0.03], [0.54, 2.85, 0.13], [0.42, 3.58, 1.81], [0.06, 4.40, -0.86], [0.12, 4.06, -2.35], [0.99, 5.58, -0.56], [-1.39, 4.76, -0.51], [2.93, 1.19, -3.86], [4.14, 0.24, -3.94], [3.41, 2.63, -4.02], [1.99, 0.84, -5.02], [1.93, -1.39, -2.63], [1.60, -0.95, -0.95], [3.26, -0.83, -1.56], [6.81, 1.22, -0.76], [8.28, 2.32, 0.92], [7.30, 3.87, 2.58], [4.86, 4.32, 2.58], [1.23, 4.29, 1.97], [0.54, 2.78, 2.54], [-0.55, 4.04, 1.96], [1.13, 3.82, -2.64], [-0.22, 4.92, -2.95], [-0.52, 3.20, -2.57], [2.03, 5.29, -0.68], [0.85, 5.94, 0.45], [0.78, 6.40, -1.25], [-2.04, 3.89, -0.63], [-1.74, 5.55, -1.18], [-1.48, 5.13, 0.51], [4.78, 0.38, -3.08], [4.70, 0.46, -4.85], [3.82, -0.80, -3.99], [4.07, 2.91, -3.20], [2.57, 3.33, -4.05], [3.96, 2.74, -4.96], [1.59, -0.17, -4.92], [2.54, 0.89, -5.97], [1.15, 1.54, -5.07], [2.22, 0.45, 3.37], [0.66, -0.25, 3.85], [0.20, 0.01, 5.14], [-1.04, -0.49, 5.50], [-1.75, -1.26, 4.58], [-1.20, -1.45, 3.33], [-0.03, -0.93, 2.95], [0.82, 0.58, 5.82], [-1.44, -0.31, 6.49], [-2.71, -1.67, 4.83], [-1.72, -2.03, 2.57], [2.29, -1.46, 1.50], [3.02, -0.96, 2.50], [4.16, -0.48, 1.98], [3.39, -2.12, 3.44], [3.99, -3.09, 2.75], [2.30, -2.63, 4.02], [4.23, -1.70, 4.39]],
  "lowdin_charge": [0.54, -0.04, -0.36, -0.03, -0.07, -0.01, 0.04, -0.68, 0.01, -0.08, -0.04, -0.37, -0.03, 0.03, 0.00, -0.10, -0.04, -0.36, -0.03, 0.12, -0.03, -0.09, -0.03, -0.37, -0.05, 0.12, 0.08, 0.03, 0.08, 0.09, 0.12, 0.12, 0.10, 0.08, 0.03, 0.07, 0.10, 0.09, 0.08, 0.05, 0.07, 0.13, 0.09, 0.07, 0.07, 0.07, -0.29, 1.00, -0.47, 0.07, -0.24, -0.05, -0.14, -0.14, -0.05, -0.25, 0.06, -0.47, 0.97, -0.28, -0.72, -0.13, -0.10, -0.12, -0.71, -0.11, -0.11, -0.13, 0.05, -0.05, 0.04, 0.10, 0.08, 0.08, 0.10, 0.03, 0.00, 0.02, 0.03, 0.08, 0.06, 0.07, 0.07, 0.08, 0.07, 0.08, 0.06, 0.06, 0.08, 0.07, 0.07, 0.06, 0.08, 0.06, 0.08, 0.07, 1.10, -0.59, -0.09, -0.06, -0.05, -0.12, 0.09, 0.10, 0.11, 0.11, 0.09, 0.07, -0.70, 0.10, -0.60, 0.17, 0.16, 0.16]
}

=====

(x)
{
  "formula": "C41H52BF5KN11P2S",
  "method": "ωB97M-V/def2-TZVPD",
  "multiplicity": 2,
  "lumo_ev": [1.34, 0.86],
  "charge": -1,
  "gap_ev": [5.290, 4.807],
  "s2": 0.753,
  "homo_energy_ev": [-3.951, -3.950],
  "symbols": ["K", "C", "C", "C", "C", "N", "N", "B", "N", "C", "C", "C", "C", "N", "N", "C", "C", "C", "C", "N", "N", "C", "C", "C", "C", "N", "H", "H", "H", "H", "H", "H", "H", "H", "H", "H", "H", "H", "H", "H", "H", "H", "H", "H", "H", "H", "C", "P", "C", "N", "C", "C", "C", "C", "C", "C", "N", "C", "P", "C", "C", "C", "C", "C", "C", "C", "C", "C", "H", "H", "H", "H", "H", "H", "H", "H", "H", "H", "H", "H", "H", "H", "H", "H", "H", "H", "H", "H", "H", "H", "H", "H", "H", "H", "H", "H", "S", "C", "C", "C", "C", "C", "N", "H", "H", "H", "H", "F", "C", "F", "C", "F", "F", "F"],
  "coordinates": [[0.33, 0.20, 1.13], [3.27, 2.93, 1.86], [2.47, 2.28, 2.94], [2.90, 1.76, 4.18], [1.76, 1.30, 4.79], [0.72, 1.53, 3.95], [1.16, 2.13, 2.81], [-0.73, 0.99, 4.18], [-0.77, -0.52, 3.73], [-0.08, -1.51, 4.33], [-0.40, -2.69, 3.70], [-1.30, -2.32, 2.69], [-1.94, -3.19, 1.66], [-1.53, -1.01, 2.72], [-1.84, 1.78, 3.52], [-3.01, 2.12, 4.10], [-3.73, 2.86, 3.20], [-2.91, 2.93, 2.06], [-3.19, 3.68, 0.79], [-1.78, 2.26, 2.24], [-0.97, 1.04, 5.71], [-0.81, 2.15, 6.46], [-1.19, 1.85, 7.75], [-1.58, 0.50, 7.69], [-2.08, -0.38, 8.80], [-1.44, 0.02, 6.46], [4.01, 3.61, 2.29], [3.81, 2.19, 1.26], [2.62, 3.47, 1.17], [3.91, 1.75, 4.58], [1.61, 0.85, 5.75], [0.55, -1.32, 5.18], [-0.04, -3.68, 3.93], [-2.01, -4.22, 2.02], [-2.95, -2.84, 1.42], [-1.37, -3.20, 0.73], [-3.24, 1.82, 5.11], [-4.71, 3.30, 3.34], [-4.18, 4.14, 0.85], [-2.44, 4.46, 0.63], [-3.15, 3.04, -0.08], [-0.47, 3.07, 6.02], [-1.20, 2.51, 8.61], [-2.29, 0.21, 9.69], [-2.99, -0.89, 8.50], [-1.35, -1.14, 9.07], [-3.09, -2.93, -1.69], [-1.88, -1.54, -1.75], [-0.92, -2.12, -3.25], [-1.59, -2.60, -4.26], [-0.89, -3.07, -5.33], [-1.60, -3.56, -6.46], [-0.90, -4.04, -7.53], [0.51, -4.06, -7.52], [1.21, -3.59, -6.45], [0.51, -3.07, -5.33], [1.20, -2.60, -4.26], [0.53, -2.10, -3.25], [1.51, -1.43, -1.80], [2.51, -2.95, -1.49], [2.74, -0.29, -2.60], [1.93, 0.70, -3.44], [3.39, 0.46, -1.43], [3.83, -0.95, -3.43], [-2.92, -0.16, -2.45], [-2.00, 0.80, -3.22], [-3.49, 0.56, -1.23], [-4.07, -0.61, -3.36], [-3.49, -3.17, -2.67], [-3.90, -2.65, -1.02], [-2.60, -3.81, -1.28], [-2.68, -3.54, -6.43], [-1.44, -4.42, -8.39], [1.05, -4.45, -8.38], [2.29, -3.58, -6.41], [2.88, -3.38, -2.43], [1.91, -3.69, -0.96], [3.37, -2.70, -0.86], [1.13, 1.16, -2.86], [1.49, 0.21, -4.32], [2.58, 1.50, -3.80], [2.67, 1.07, -0.88], [4.14, 1.15, -1.82], [3.90, -0.23, -0.74], [3.43, -1.64, -4.18], [4.54, -1.50, -2.80], [4.39, -0.17, -3.95], [-1.17, 1.14, -2.61], [-2.57, 1.69, -3.51], [-1.63, 0.33, -4.14], [-2.69, 1.00, -0.62], [-4.07, -0.11, -0.59], [-4.15, 1.37, -1.55], [-3.72, -1.25, -4.17], [-4.53, 0.28, -3.80], [-4.84, -1.14, -2.80], [-0.16, 2.87, -0.74], [1.00, 3.55, -1.84], [0.57, 4.14, -3.07], [1.47, 4.65, -3.96], [2.84, 4.61, -3.66], [3.18, 4.04, -2.45], [2.32, 3.52, -1.57], [-0.49, 4.16, -3.27], [1.13, 5.09, -4.89], [3.59, 5.00, -4.33], [4.23, 3.99, -2.16], [1.67, -2.84, 1.64], [2.29, -1.89, 2.32], [2.56, -0.87, 1.52], [3.59, -2.42, 2.96], [4.44, -2.77, 1.98], [3.34, -3.50, 3.70], [4.17, -1.50, 3.72]],
  "lowdin_charge": [0.54, -0.03, -0.36, -0.04, -0.10, -0.01, 0.06, -0.67, -0.02, -0.11, -0.05, -0.38, -0.04, 0.07, 0.00, -0.08, -0.04, -0.35, -0.07, 0.12, -0.04, -0.10, -0.04, -0.37, -0.05, 0.13, 0.07, 0.07, 0.06, 0.09, 0.12, 0.12, 0.10, 0.08, 0.07, 0.04, 0.11, 0.09, 0.07, 0.06, 0.02, 0.13, 0.09, 0.07, 0.07, 0.07, -0.29, 1.03, -0.38, 0.13, -0.21, -0.02, -0.09, -0.09, -0.02, -0.21, 0.13, -0.38, 1.02, -0.27, -0.72, -0.09, -0.12, -0.10, -0.73, -0.11, -0.12, -0.11, 0.02, 0.04, 0.03, 0.11, 0.10, 0.10, 0.11, 0.03, 0.03, 0.03, 0.04, 0.08, 0.08, 0.05, 0.08, 0.07, 0.05, 0.07, 0.08, 0.01, 0.09, 0.07, 0.05, 0.08, 0.09, 0.06, 0.08, 0.07, 0.53, -0.82, -0.14, -0.12, -0.12, -0.20, 0.02, 0.08, 0.09, 0.08, 0.09, 0.13, -0.21, 0.03, -0.58, 0.15, 0.17, 0.18]
}

=====

Relative calculated energies, zero for the most stable structure, unit kJ/mol: (w) 0.0; (x) 163.6.

=====

(w)
{
  "formula": "C34H31ClGeIrNO2S3Sb",
  "method": "ωB97M-V/def2-TZVPD",
  "multiplicity": 2,
  "lumo_ev": [4.22, 4.22],
  "charge": -2,
  "gap_ev": [5.032, 5.566],
  "s2": 0.780,
  "homo_energy_ev": [-0.810, -1.345],
  "symbols": ["Ir", "S", "Sb", "S", "S", "C", "O", "C", "C", "C", "C", "C", "C", "N", "C", "C", "C", "C", "C", "C", "C", "O", "H", "H", "H", "H", "H", "H", "H", "H", "H", "H", "H", "H", "H", "C", "Ge", "C", "C", "C", "C", "C", "C", "C", "C", "C", "C", "C", "C", "C", "C", "C", "C", "C", "C", "H", "H", "H", "H", "H", "H", "H", "H", "H", "H", "H", "H", "H", "H", "H", "H", "Cl", "C", "H", "H"],
  "coordinates": [[-1.03, 0.03, -0.57], [-1.52, 0.89, -5.44], [-2.64, 0.02, -3.62], [-0.97, -1.47, -2.56], [-2.26, 1.56, -1.71], [-1.02, 2.14, 5.38], [-2.14, 1.32, 5.10], [-2.92, 1.71, 4.02], [-3.18, 3.03, 3.73], [-4.00, 3.36, 2.65], [-4.57, 2.35, 1.90], [-4.32, 1.01, 2.20], [-3.47, 0.67, 3.25], [-3.14, -0.63, 3.59], [-3.71, -1.82, 3.17], [-4.03, -2.25, 1.86], [-4.98, -3.29, 1.73], [-5.37, -3.80, 0.52], [-4.80, -3.28, -0.65], [-3.83, -2.30, -0.58], [-3.38, -1.77, 0.65], [-2.41, -0.92, 0.74], [-0.38, 1.57, 6.05], [-1.32, 3.07, 5.87], [-0.47, 2.37, 4.46], [-2.73, 3.81, 4.33], [-4.17, 4.40, 2.40], [-5.18, 2.58, 1.04], [-4.74, 0.24, 1.58], [-2.58, -0.68, 4.43], [-3.97, -2.49, 3.98], [-5.43, -3.67, 2.65], [-6.11, -4.59, 0.47], [-5.10, -3.66, -1.62], [-3.35, -1.93, -1.47], [0.33, 0.34, -1.80], [2.25, -0.04, -1.72], [3.09, 1.32, -0.59], [3.29, 2.61, -1.10], [3.77, 3.63, -0.30], [4.05, 3.39, 1.04], [3.84, 2.13, 1.57], [3.36, 1.11, 0.77], [2.95, 0.18, -3.54], [2.13, -0.20, -4.61], [2.58, -0.07, -5.92], [3.84, 0.45, -6.18], [4.66, 0.84, -5.12], [4.21, 0.71, -3.81], [2.80, -1.80, -1.08], [4.06, -1.98, -0.51], [4.51, -3.23, -0.12], [3.69, -4.34, -0.30], [2.44, -4.19, -0.87], [2.00, -2.93, -1.26], [0.10, 0.88, -2.74], [3.06, 2.81, -2.14], [3.91, 4.62, -0.71], [4.41, 4.20, 1.68], [4.02, 1.94, 2.62], [3.16, 0.14, 1.21], [1.13, -0.57, -4.43], [1.92, -0.34, -6.73], [4.18, 0.56, -7.20], [5.64, 1.25, -5.32], [4.85, 1.02, -3.00], [4.72, -1.12, -0.38], [5.49, -3.34, 0.33], [4.04, -5.32, 0.01], [1.80, -5.05, -1.02], [1.01, -2.83, -1.70], [0.26, 0.42, 2.27], [-0.69, 1.35, 0.97], [-0.05, 2.19, 0.72], [-1.59, 1.70, 1.47]],
  "lowdin_charge": [0.68, -0.46, 0.20, 0.04, -0.06, -0.10, -0.12, -0.24, -0.05, -0.12, -0.10, -0.01, -0.19, 0.07, -0.06, -0.18, -0.09, -0.15, -0.12, -0.05, -0.37, -0.27, 0.09, 0.08, 0.07, 0.10, 0.09, 0.10, 0.11, 0.12, 0.09, 0.09, 0.08, 0.09, 0.00, -0.67, 0.95, -0.27, -0.11, -0.10, -0.11, -0.10, -0.14, -0.26, -0.10, -0.09, -0.11, -0.12, -0.13, -0.25, -0.12, -0.11, -0.12, -0.09, -0.10, -0.08, 0.10, 0.09, 0.09, 0.10, 0.08, 0.05, 0.10, 0.09, 0.09, 0.09, 0.09, 0.09, 0.09, 0.10, 0.01, 0.41, -0.72, -0.01, -0.03]
}

=====

(x)
{
  "formula": "C34H31ClGeIrNO2S3Sb",
  "method": "ωB97M-V/def2-TZVPD",
  "multiplicity": 2,
  "lumo_ev": [3.65, 3.64],
  "charge": -2,
  "gap_ev": [4.150, 4.145],
  "s2": 0.794,
  "homo_energy_ev": [-0.500, -0.501],
  "symbols": ["Ir", "S", "Sb", "S", "S", "C", "O", "C", "C", "C", "C", "C", "C", "N", "C", "C", "C", "C", "C", "C", "C", "O", "H", "H", "H", "H", "H", "H", "H", "H", "H", "H", "H", "H", "H", "C", "Ge", "C", "C", "C", "C", "C", "C", "C", "C", "C", "C", "C", "C", "C", "C", "C", "C", "C", "C", "H", "H", "H", "H", "H", "H", "H", "H", "H", "H", "H", "H", "H", "H", "H", "H", "Cl", "C", "H", "H"],
  "coordinates": [[-0.28, -0.66, 0.40], [4.90, 0.12, -0.31], [3.07, -0.98, 0.64], [1.42, 0.59, 1.55], [1.35, -1.27, -1.12], [2.14, -4.23, -2.78], [1.60, -4.93, -1.67], [2.27, -4.80, -0.49], [3.64, -4.59, -0.39], [4.23, -4.48, 0.86], [3.47, -4.58, 2.00], [2.10, -4.78, 1.91], [1.50, -4.90, 0.67], [0.15, -5.20, 0.49], [-0.82, -5.22, 1.40], [-0.99, -4.38, 2.49], [-1.99, -4.72, 3.47], [-2.31, -3.88, 4.47], [-1.68, -2.59, 4.54], [-0.79, -2.18, 3.61], [-0.41, -3.04, 2.51], [0.29, -2.62, 1.58], [1.36, -4.21, -3.53], [3.02, -4.75, -3.17], [2.39, -3.21, -2.49], [4.23, -4.45, -1.29], [5.29, -4.25, 0.92], [3.92, -4.45, 2.98], [1.50, -4.83, 2.81], [-0.06, -5.54, -0.43], [-1.59, -5.96, 1.21], [-2.48, -5.69, 3.38], [-3.06, -4.14, 5.21], [-1.95, -1.93, 5.36], [-0.32, -1.20, 3.62], [-0.95, 0.73, -0.68], [-0.63, 2.62, -0.82], [-0.81, 3.09, -2.75], [-1.89, 2.57, -3.48], [-2.07, 2.89, -4.82], [-1.18, 3.74, -5.46], [-0.10, 4.26, -4.75], [0.07, 3.93, -3.41], [-2.14, 3.63, -0.03], [-2.19, 5.03, -0.06], [-3.28, 5.72, 0.45], [-4.35, 5.02, 1.00], [-4.32, 3.64, 1.04], [-3.22, 2.95, 0.53], [1.04, 3.45, -0.22], [1.07, 4.39, 0.80], [2.28, 4.91, 1.24], [3.47, 4.49, 0.67], [3.45, 3.54, -0.34], [2.24, 3.03, -0.78], [-1.54, 0.41, -1.56], [-2.60, 1.91, -3.00], [-2.91, 2.48, -5.37], [-1.31, 3.98, -6.51], [0.61, 4.92, -5.25], [0.92, 4.34, -2.88], [-1.37, 5.58, -0.50], [-3.30, 6.80, 0.42], [-5.20, 5.56, 1.40], [-5.14, 3.08, 1.47], [-3.19, 1.87, 0.58], [0.15, 4.70, 1.28], [2.29, 5.63, 2.06], [4.42, 4.87, 1.04], [4.37, 3.12, -0.73], [2.26, 2.23, -1.52], [-3.41, -0.99, 1.10], [-2.08, -1.72, 0.04], [-2.49, -1.68, -0.97], [-2.07, -2.76, 0.36]],
  "lowdin_charge": [0.57, -0.49, 0.15, -0.19, -0.05, -0.10, -0.11, -0.25, -0.04, -0.12, -0.11, -0.02, -0.18, 0.13, -0.04, -0.16, -0.07, -0.11, -0.08, 0.00, -0.39, -0.18, 0.09, 0.08, 0.02, 0.11, 0.10, 0.10, 0.11, 0.15, 0.13, 0.10, 0.09, 0.10, 0.09, -0.53, 0.91, -0.25, -0.11, -0.11, -0.13, -0.11, -0.10, -0.26, -0.13, -0.12, -0.13, -0.10, -0.10, -0.33, -0.13, -0.11, -0.11, -0.11, -0.15, -0.04, 0.09, 0.09, 0.08, 0.09, 0.09, 0.10, 0.09, 0.08, 0.09, 0.05, 0.08, 0.09, 0.09, 0.06, 0.10, 0.33, -0.74, -0.03, -0.04]
}

=====

Relative calculated energies, zero for the most stable structure, unit kJ/mol: (w) 0.0; (x) 97.0.